Density functional theory data (ωB97M-V with the def2-TZVPD basis set) for a cluster of 2 separate species, C7H7FNO3 in total at a distorted geometry.

Calculated values
* 2S+1: 1
* ΔE to the lowest compared entry with this formula, charge and spin: 59.76 kcal/mol
* charge: -1

Atoms and positions in Å:
H  1.79109  0.17468  2.84646
C  1.69154  -0.33234  0.59890
O  0.91114  0.14414  -1.43247
O  -2.68244  -1.21185  -1.62213
H  0.69543  -1.21337  2.23775
C  0.59414  -0.03095  -0.17716
C  -1.59363  -0.02760  0.22310
C  1.58240  -0.65281  2.07783
H  -0.85121  1.34938  1.65964
O  -3.15753  0.88373  -1.11295
H  -2.07200  2.01372  0.34695
H  -2.56423  1.11524  1.71014
F  -1.66123  -1.08890  1.00774
C  -2.49410  -0.14470  -1.05518
C  -1.74560  1.19288  0.98906
C  2.27838  0.01225  -1.40792
H  2.41612  -1.40222  2.29733
N  2.80689  -0.30199  -0.21935
H  2.86449  -0.17029  -2.28936

---

Density functional theory data (ωB97M-V with the def2-TZVPD basis set) for the molecule C5H9ClN2 at a distorted geometry.

Calculated values
* 2S+1: 1
* ΔE to the lowest compared entry with this formula, charge and spin: 45.03 kcal/mol
* charge: 0

Atoms and positions in Å:
C  -1.38218  -0.91035  -0.65336
H  -2.17131  -0.38857  1.36705
H  3.98351  0.33470  0.71245
H  1.54889  1.32012  -1.79086
H  -2.03179  -0.32438  -1.33583
H  -3.01090  -1.70760  0.69315
C  -2.05052  -1.24617  0.79171
C  0.82664  -0.65287  0.00817
N  -0.21495  -0.21746  -0.41156
Cl  0.97724  -2.39029  0.51099
N  3.17389  -0.25148  0.65972
C  2.21765  0.22511  0.00359
H  3.17280  1.78654  -0.88478
C  2.12015  1.49667  -0.76491
H  -1.24324  -1.85694  -1.08061
H  -1.26826  -1.76350  1.21082
H  1.47515  2.35002  -0.33493

---

Density functional theory data (ωB97M-V with the def2-TZVPD basis set) for a cluster of 9 separate species, C64H86BN2O4P2 in total at a distorted geometry.

Calculated values
* 2S+1: 1
* calculated total energy: -98190.05136 eV
* charge: -1

Atoms and positions in Å:
C  0.29603  -1.62216  2.43544
H  -9.73662  -3.20226  -2.14073
H  -8.41592  2.91211  -0.02765
H  -2.71150  1.39855  -1.32371
H  -13.16644  -1.50022  -4.06246
O  5.40521  -4.08449  -2.78046
H  5.27118  -4.31685  -1.84053
H  -4.63383  4.91780  -0.22706
C  -0.15255  2.88712  2.55368
H  7.36173  0.21914  7.62386
C  2.07462  3.58493  3.12403
C  -6.58989  4.02943  -0.20605
H  -1.08927  2.41534  2.83103
C  1.65640  -0.63817  -5.28718
H  3.42524  2.21246  -7.49182
C  -10.78997  -3.24393  -2.38735
C  1.85661  0.05301  5.48415
H  -1.77041  -2.36833  2.86791
H  -7.03912  4.81776  -0.79920
H  0.10664  -2.16471  -2.42264
H  -1.43344  -2.04607  -6.62923
C  7.58606  0.64859  8.59369
H  5.61498  1.46043  8.86330
H  -3.44936  -2.25851  -5.21138
H  6.66349  0.07908  3.10746
H  1.76790  2.09524  -5.11257
C  1.21601  3.99026  0.90863
C  3.50971  2.63983  -6.45815
C  2.24957  4.08530  1.83697
C  1.05877  -2.26847  1.21485
C  6.60604  1.34812  9.28905
H  -4.99242  1.22900  1.92568
C  8.58925  -1.19142  5.59153
C  -3.31663  0.42212  -7.99150
H  -3.67566  -0.04127  -0.84526
H  -2.29275  0.72937  1.04101
H  -5.50921  -4.07135  -2.63210
H  8.82800  1.11164  2.49878
C  3.55645  4.80314  -5.31742
H  -1.41171  -2.13844  0.08189
C  -4.44780  0.30577  -7.19170
C  8.76046  0.46806  3.36847
H  0.46844  -3.04155  0.65941
H  -0.80832  0.58073  -3.68323
H  -7.76436  -2.11608  1.31599
C  -4.49811  -0.66172  -6.19476
C  -7.27063  -2.54418  0.45064
H  -7.78916  -4.81182  -2.01718
C  3.07395  0.63489  5.14425
H  -0.38564  -1.81125  -4.19740
C  0.12353  -1.41923  -3.26673
H  4.61947  2.65702  -6.21801
C  0.01524  3.39075  1.27286
C  -7.28384  -4.05999  -1.42080
H  1.44626  -0.10029  0.74319
C  -11.56729  -4.30623  -1.94031
N  3.04003  4.05840  -6.45631
H  8.52293  -1.84213  6.45699
C  -2.62072  0.29821  -1.07393
H  8.39460  2.19596  12.04178
C  7.45860  -0.94158  4.82266
C  1.77177  -0.77705  6.59646
C  -2.28048  -1.38859  -6.78951
C  -5.35770  -2.67546  -1.00624
H  -5.29116  0.96999  -7.34553
H  -4.35846  -2.35143  -1.27715
P  2.62108  -2.85313  -3.49927
C  -0.65724  -0.12493  -2.81177
H  0.78074  -0.64369  2.72216
H  2.54657  -1.25908  -0.20428
C  -3.41307  -1.50734  -5.99231
H  -10.75910  -1.40524  -3.49761
C  -1.83525  -1.39632  0.80677
H  3.13922  1.27969  4.27538
H  1.94371  0.84526  -2.88560
H  0.73636  2.58990  4.48063
H  2.93603  0.20081  -6.89993
H  -8.91101  -3.84377  -0.03335
H  -2.83512  -0.55959  -3.15835
H  0.76633  -1.06208  -0.59662
C  -6.00354  -3.64256  -1.76784
H  3.18967  4.54687  1.55691
C  -11.36490  -2.23459  -3.15096
H  5.62767  4.75381  -4.51219
C  8.85423  0.49870  9.14274
C  -12.71712  -2.28910  -3.47009
C  1.53027  -1.10583  0.23167
H  -2.94642  -1.62459  0.86390
C  9.80443  -0.60708  5.25331
C  -13.49238  -3.35604  -3.03026
H  6.50994  -1.39315  5.09047
H  -3.60978  3.12177  1.13165
C  -4.66419  3.07810  0.88127
C  -5.23876  4.08679  0.11725
C  9.88938  0.22516  4.14273
C  -1.28511  -1.53293  2.28339
C  8.16670  1.75897  11.07622
H  5.14991  0.84997  5.65366
H  5.17758  6.35972  -5.27120
H  -11.11979  -5.09085  -1.34034
C  7.54455  -0.11316  3.70938
C  5.07155  5.24903  -5.35499
H  -5.49034  -1.36456  0.69016
H  9.61720  -0.04978  8.60162
C  2.88908  0.22164  -5.76493
O  5.52177  -1.95426  -4.26830
H  -0.73470  0.48660  0.13362
P  4.74097  -2.57520  -3.13020
H  0.71947  -0.01940  -5.44250
H  -13.52383  -5.19393  -1.91822
H  2.83820  -1.68079  8.22840
C  -2.23352  -0.42675  -7.79165
H  3.33371  0.01035  -2.88260
H  2.01098  -2.77490  1.56034
H  -1.35196  -0.33743  -8.41580
C  -5.99267  -2.12313  0.10010
N  2.32110  -0.09904  -2.74680
C  -6.78985  1.95343  0.99758
C  4.20318  0.39061  5.91655
H  -1.99490  -1.63447  -1.94748
H  3.41264  1.87487  -4.41198
C  -7.36385  2.96041  0.23024
H  2.87708  3.66229  3.84934
C  -5.44015  2.01329  1.32538
H  3.42308  4.52838  -7.28524
H  4.93665  -2.14781  -0.95216
H  0.97714  0.24769  4.88161
H  1.34766  4.37909  -0.09453
H  -0.79277  3.31485  0.55363
C  4.11884  -0.44422  7.02592
H  0.49074  -2.30306  3.32292
H  3.87420  -0.18668  -5.41143
C  -2.11063  -0.57265  -2.29871
C  2.81482  1.75639  -5.35398
O  5.03078  -1.60820  -1.76404
B  1.70561  -1.11418  -3.70673
H  0.82362  -1.22944  6.86369
H  10.83580  0.68389  3.88033
C  -1.77939  0.10157  0.24924
H  -3.27845  1.17516  -8.77067
H  -5.38232  -0.75621  -5.57430
C  6.89660  1.90461  10.52949
C  -12.91839  -4.36357  -2.26377
H  5.52003  4.85354  -6.30838
H  1.52846  -1.56255  -5.93271
H  2.58278  -3.57273  -4.73874
C  9.14376  1.05202  10.38467
H  -1.60470  -0.58560  2.82083
O  2.87188  5.12673  -4.35753
C  0.87275  2.98461  3.48005
H  6.13321  2.45198  11.07064
C  -7.91521  -3.51384  -0.30862
H  -0.12645  0.43255  -1.98448
H  10.68578  -0.80000  5.85483
H  -7.39453  1.12117  1.34021
H  5.00067  -0.63951  7.62646
H  -14.54539  -3.40196  -3.28468
C  2.90348  -1.02857  7.36451
H  10.13237  0.93288  10.81385

---

Density functional theory data (ωB97M-V with the def2-TZVPD basis set) for a structure of composition C44H38GeN5O2RuS.

Calculated values
* 2S+1: 2
* ΔE to the lowest compared entry with this formula, charge and spin: 0.00 kcal/mol
* expectation value of S²: 0.7767
* charge: -2

Atoms and positions in Å:
C  -1.07603  1.89045  2.80074
H  -0.35665  4.10735  0.34411
H  -1.67662  -5.80363  -0.03301
C  -1.16731  -4.19626  4.22887
C  4.66961  0.47712  4.35249
C  -0.58017  -2.95938  4.45812
H  -0.47514  -0.90342  3.88125
C  3.17352  5.64607  0.50818
H  -8.25925  -1.20556  0.89101
C  -1.94427  3.39223  4.47596
C  2.34824  -3.11508  2.96379
C  2.91386  -2.01064  3.67331
C  1.07352  -0.35687  1.13555
H  -1.04803  -6.33283  -2.42177
H  -2.11273  -5.03610  -2.96976
C  -5.23496  -1.16630  2.42523
C  1.33180  -2.83666  -0.56817
N  1.48904  2.51165  -0.52582
O  2.21630  0.67136  -1.33971
H  -2.60562  -5.28619  3.06019
C  2.72395  -0.68042  3.19395
H  2.05250  1.84580  2.72594
C  -3.14943  2.70424  4.45636
C  -4.42752  -0.67690  1.39590
H  1.70308  -2.88503  2.12459
C  -2.27654  1.17843  2.78032
H  -3.30624  -3.31923  1.75628
H  -4.43902  -0.00376  -0.63635
C  0.81442  5.84795  0.87414
H  -2.17885  -0.93865  -0.82711
C  2.99972  4.36507  0.01563
H  5.33794  3.80323  4.67633
C  4.81831  2.89550  4.39196
C  -7.19436  -1.05720  1.03199
H  -0.83869  -5.06336  4.79015
H  6.27560  1.56580  5.23939
C  -3.30506  1.60482  3.62123
N  -0.77536  -2.91510  -1.31428
N  2.49493  1.83556  -0.96081
H  0.21966  -2.86265  5.18288
C  5.32855  1.64311  4.71234
H  3.00069  -2.67746  0.49601
H  -1.80931  4.24009  5.13870
C  2.08527  6.39738  0.93816
C  3.72850  -3.69595  5.27128
H  4.24301  -3.90231  6.20628
H  2.23218  7.39482  1.33381
H  4.17446  6.05496  0.57204
C  1.82072  -0.48401  2.09764
H  2.03008  -5.20776  2.78062
C  3.43886  0.49292  3.65090
H  0.04301  3.49669  3.67424
Ge  -2.46350  -0.40593  1.61570
O  0.23190  2.06924  -0.54379
H  3.20802  3.90036  3.37442
C  -0.97604  -1.85177  3.71878
H  -4.25252  1.07467  3.62729
C  -1.62552  -0.34077  -0.08606
H  -0.04172  6.41185  1.22408
H  -2.79634  -6.46831  -2.18250
C  -6.41004  -0.57405  -0.00667
H  -7.20314  -1.73358  3.07109
C  -2.53823  -3.20780  2.51712
C  -0.90758  2.97827  3.65070
H  -6.86170  -0.34435  -0.96570
H  3.33631  -5.78228  4.83900
C  -6.60137  -1.35230  2.25316
H  3.95592  -1.60845  5.53969
C  -1.95446  -5.77305  -2.18244
C  -0.69484  -4.08769  -0.80865
H  -0.26144  1.56908  2.16243
C  3.58934  -2.37791  4.87586
C  2.96451  1.78583  3.30588
C  0.62050  4.56466  0.38243
H  -4.78359  -1.42588  3.37786
C  -5.04492  -0.38542  0.17944
N  0.36824  -2.17296  -1.15994
H  3.84257  3.76646  -0.29433
H  -3.96597  3.01578  5.09936
C  -1.96458  -1.95570  2.73964
C  1.71555  3.82873  -0.04620
C  -1.82192  -5.07243  -0.83065
H  2.61118  -1.35101  -0.42092
H  -2.73460  -4.52204  -0.59718
N  2.59323  -2.37168  -0.38140
Ru  0.17955  0.01250  -0.58842
C  -2.14779  -4.32083  3.25313
C  3.62627  2.94136  3.66764
C  3.21620  -4.75356  4.52083
S  0.85347  -4.43269  -0.09067
C  2.50455  -4.42458  3.36594
H  5.14863  -0.46694  4.56862

---

> What is the formula in the first record?

C7H7FNO3